Record 1
Computed, not measured: a structure of composition C12H20N4O8S2 in a non-equilibrium geometry, with ωB97M-V/def2-TZVPD.

Atoms and positions in Å:
1 C -2.47154 -4.87579 -1.00545
2 C -1.58996 -3.76101 -0.71927
3 N -0.99030 -2.80479 -0.63115
4 H -3.23850 -4.42402 -1.64883
5 H -3.00900 -5.11002 -0.07361
6 H -1.93036 -5.62349 -1.46938
7 C 5.52146 -2.10982 1.31640
8 C 4.26214 -1.29757 1.33953
9 N 3.25632 -0.74501 1.35262
10 H 6.21564 -1.77585 2.09383
11 H 5.89968 -2.08376 0.31340
12 H 5.27651 -3.06525 1.78683
13 C 1.66910 -4.22640 1.89197
14 C 2.93635 -4.20205 2.55586
15 N 3.84959 -4.16618 3.24793
16 H 1.49388 -3.19179 1.53634
17 H 0.87590 -4.56605 2.62165
18 H 1.64541 -4.91560 1.00415
19 C 1.05243 0.82755 -1.51853
20 C -0.25177 1.50004 -1.23721
21 N -1.22484 2.09796 -1.09704
22 H 1.77865 1.19327 -0.77460
23 H 1.35423 1.19680 -2.47967
24 H 0.93968 -0.28783 -1.35291
25 C -3.80568 0.50521 1.18318
26 C -4.30615 0.74012 -0.25534
27 O -4.91551 -0.51343 -0.63238
28 S -5.60233 -1.12254 0.64408
29 O -5.13781 -2.46067 0.76294
30 O -6.97899 -0.81982 0.63431
31 O -4.87900 -0.23719 1.72831
32 H -3.77350 1.42606 1.76132
33 H -2.89806 -0.02337 1.35372
34 H -3.52115 0.87454 -0.95402
35 H -5.13402 1.47393 -0.35878
36 C 1.44168 5.66471 -0.13757
37 C 0.50287 5.42076 -1.27548
38 O 1.05444 4.25637 -1.96983
39 S 2.66327 4.47213 -1.96446
40 O 3.10348 5.25312 -3.04942
41 O 3.22011 3.21471 -1.61413
42 O 2.71951 5.54784 -0.81651
43 H 1.40624 4.87899 0.58520
44 H 1.41718 6.61318 0.26946
45 H 0.56529 6.21432 -1.95865
46 H -0.46258 5.03765 -0.98878

Calculated values
Maximum force (eV Å⁻¹): 3.222
HOMO-LUMO gap (eV): 11.5
LUMO level (eV): 0.45
Energy above the lowest of the compared OMol25 structures with the same formula, charge and spin (kJ/mol): 2.95
Total energy (eV): -56775.3537

Mulliken atomic charges, in units of e:
1. C -0.850
2. C 0.358
3. N -0.375
4. H 0.264
5. H 0.268
6. H 0.357
7. C -0.689
8. C 0.361
9. N -0.436
10. H 0.266
11. H 0.267
12. H 0.233
13. C -0.576
14. C 0.334
15. N -0.461
16. H 0.181
17. H 0.270
18. H 0.249
19. C -0.640
20. C 0.452
21. N -0.469
22. H 0.180
23. H 0.287
24. H 0.232
25. C -0.236
26. C -0.223
27. O -0.321
28. S 1.125
29. O -0.531
30. O -0.565
31. O -0.322
32. H 0.269
33. H 0.297
34. H 0.211
35. H 0.272
36. C -0.303
37. C -0.365
38. O -0.272
39. S 1.109
40. O -0.566
41. O -0.517
42. O -0.330
43. H 0.275
44. H 0.316
45. H 0.301
46. H 0.312

=====

Record 2
Computed, not measured: a structure of composition C12H20N5O6P2SSiZn, with ωB97M-V/def2-TZVPD.

Atoms and positions in Å:
1 Zn 1.98538 -0.46433 1.08003
2 N 3.31951 3.08870 -1.36948
3 C 2.82910 1.70295 -1.26772
4 C 2.45265 1.07702 -2.61064
5 P 4.11301 0.67355 -0.46217
6 O 4.09998 1.40897 0.99555
7 O 5.44496 0.82573 -1.08265
8 O 3.46068 -0.69444 -0.24789
9 P 1.39107 1.66070 -0.05791
10 O 0.06364 1.82718 -0.97677
11 O 1.53775 3.11407 0.58706
12 O 0.08845 -0.99307 -0.74504
13 H 4.32547 3.09090 -1.50531
14 H 2.29783 3.54004 0.11217
15 H 2.89258 3.54436 -2.16856
16 H 3.33362 1.04547 -3.25505
17 H 1.67391 1.66607 -3.09934
18 H 2.07758 0.05730 -2.49856
19 H 4.96513 1.36419 1.41581
20 H -0.22044 0.98198 -1.37510
21 C -4.96270 -0.86327 -0.49397
22 Si -3.22824 -0.94972 -1.32568
23 C -3.21576 0.78922 -2.03879
24 C -3.55732 -2.36157 -2.51553
25 C -2.13219 -1.19602 0.23497
26 C -2.73847 -1.33165 1.48223
27 C -2.02001 -1.31831 2.67854
28 C -0.66191 -1.14814 2.60580
29 N -0.02380 -1.06974 1.43573
30 C -0.72501 -1.11288 0.29946
31 S -0.61620 -1.23608 -2.32977
32 H -5.69052 -0.57764 -1.26089
33 H -5.03146 -0.11889 0.30579
34 H -5.29202 -1.82741 -0.08791
35 H -4.14006 0.94686 -2.60529
36 H -2.36974 0.98766 -2.69369
37 H -3.21132 1.51834 -1.22203
38 H -4.62403 -2.40756 -2.75591
39 H -3.26673 -3.30857 -2.05415
40 H -2.98967 -2.26664 -3.44254
41 H -3.81418 -1.42007 1.53198
42 H -2.50862 -1.41301 3.63751
43 H -0.03577 -1.08773 3.48866
44 N 2.53160 -1.48316 7.35679
45 C 2.96008 -1.31783 6.29261
46 N 3.54376 -1.12899 5.13287
47 C 3.02858 -0.98389 3.98588
48 N 2.65988 -0.83066 2.88889

Calculated values
Maximum force (eV Å⁻¹): 0.505
HOMO-LUMO gap (eV): 8.0
LUMO level (eV): 2.59
Charge: -1
Energy above the lowest of the compared OMol25 structures with the same formula, charge and spin (kJ/mol): 60.47
Total energy (eV): -118221.2637

Mulliken atomic charges, in units of e:
1. Zn 0.188
2. N -0.775
3. C 0.936
4. C -1.881
5. P 1.083
6. O -0.513
7. O -0.825
8. O -0.722
9. P 0.912
10. O -0.614
11. O -0.603
12. O -0.621
13. H 0.296
14. H 0.486
15. H 0.213
16. H 0.440
17. H 0.442
18. H 0.355
19. H 0.303
20. H 0.218
21. C -1.482
22. Si 0.460
23. C -1.059
24. C -1.164
25. C 0.346
26. C -0.070
27. C -1.046
28. C -0.197
29. N -0.345
30. C 0.805
31. S -0.500
32. H 0.343
33. H 0.360
34. H 0.323
35. H 0.388
36. H 0.325
37. H 0.308
38. H 0.326
39. H 0.315
40. H 0.367
41. H 0.365
42. H 0.425
43. H 0.350
44. N -0.544
45. C 0.499
46. N -0.670
47. C 1.026
48. N -0.572

=====

Record 3
Computed, not measured: a cluster of 2 separate species, C12H20O in total in a non-equilibrium geometry, with ωB97M-V/def2-TZVPD.

Atoms and positions in Å:
1 C 0.98278 1.25731 0.47725
2 C 1.61373 0.66693 -0.79450
3 C 1.48139 0.56534 1.73325
4 C 1.02494 -0.73093 1.99598
5 C 2.50829 1.07087 2.50731
6 C 1.53164 -1.46609 3.04841
7 C 3.02295 0.37206 3.58649
8 C 2.47428 -0.87014 3.88535
9 O 3.05638 -1.53158 4.92676
10 H 1.20012 2.32493 0.57035
11 H -0.10340 1.13213 0.40332
12 H 1.04780 1.09145 -1.62508
13 H 0.41153 -1.23478 1.24733
14 H 2.94425 2.04077 2.29361
15 H 1.23013 -2.46918 3.34259
16 H 3.80587 0.68600 4.25307
17 H 2.74286 -2.42562 5.12433
18 H 1.52047 -0.42272 -0.83500
19 H 2.66329 0.94920 -0.89229
20 C -2.37722 -0.12670 -2.11456
21 C -1.47116 0.97047 -2.71245
22 C -3.83600 0.31028 -2.05149
23 C -2.27120 -1.38719 -2.97013
24 H -2.05756 -0.36757 -1.09414
25 H -1.53995 1.82422 -2.04187
26 H -1.75063 1.04012 -3.76860
27 H -4.22262 0.35836 -3.06976
28 H -4.47008 -0.27277 -1.39277
29 H -3.96037 1.34571 -1.73393
30 H -1.24696 -1.76707 -2.95395
31 H -2.86170 -2.21597 -2.55339
32 H -2.61708 -1.25631 -3.99524
33 H -0.47673 0.53845 -2.79624

Calculated values
Maximum force (eV Å⁻¹): 1.884
HOMO-LUMO gap (eV): 9.1
LUMO level (eV): 0.83
Energy above the lowest of the compared OMol25 structures with the same formula, charge and spin (kJ/mol): 54.35
SMILES string: CCc1ccc(O)cc1.CC(C)C
Total energy (eV): -14815.6481

Mulliken atomic charges, in units of e:
1. C -0.738
2. C -0.874
3. C 0.411
4. C -0.300
5. C -0.416
6. C -0.775
7. C -0.627
8. C 0.799
9. O -0.542
10. H 0.408
11. H 0.191
12. H 0.191
13. H 0.314
14. H 0.320
15. H 0.240
16. H 0.404
17. H 0.298
18. H 0.296
19. H 0.363
20. C 1.044
21. C -1.265
22. C -1.475
23. C -1.505
24. H 0.020
25. H 0.406
26. H 0.412
27. H 0.314
28. H 0.383
29. H 0.385
30. H 0.374
31. H 0.388
32. H 0.354
33. H 0.203

=====

Record 4
Computed, not measured: an isolated molecule of C12H20O in a non-equilibrium geometry, with ωB97M-V/def2-TZVPD.

Atoms and positions in Å:
1 C 0.87519 0.73704 1.21787
2 C 2.00207 0.39618 1.79695
3 C -0.82042 -1.44064 -0.37628
4 C -1.79811 -0.62583 0.56430
5 C -0.41689 0.89005 -0.74157
6 C -0.55184 -0.43641 -1.50080
7 C -1.23402 0.88480 0.50667
8 C 1.96605 0.18520 3.28161
9 C 3.27056 0.37608 1.03628
10 C -1.77239 -0.25627 -2.49317
11 C 0.70796 -0.78928 -2.25117
12 C -2.34107 1.92511 0.58712
13 O -0.39462 1.11749 1.66854
14 H 0.03723 -1.59827 0.20878
15 H -1.21942 -2.35600 -0.82813
16 H -2.84586 -0.83863 0.36743
17 H -1.82037 -0.99183 1.66068
18 H -0.29102 1.91098 -1.27860
19 H 2.74695 0.88300 3.67815
20 H 1.00986 0.59337 3.67767
21 H 2.27790 -0.77325 3.41827
22 H 3.47341 -0.72009 0.81850
23 H 3.16770 0.99907 0.17152
24 H 4.10527 0.70035 1.75008
25 H -2.34626 -1.24726 -2.59099
26 H -1.32610 -0.04220 -3.44737
27 H -2.38757 0.57691 -2.18170
28 H 0.96912 -0.15890 -3.15916
29 H 0.55751 -1.84222 -2.55650
30 H 1.66837 -0.86685 -1.52855
31 H -2.73744 2.09158 -0.42685
32 H -1.70037 2.76490 1.02640
33 H -3.06990 1.57683 1.34539

Calculated values
Maximum force (eV Å⁻¹): 4.352
HOMO-LUMO gap (spin up / spin down) (eV): 8.4 / 8.3
LUMO level (spin up / spin down) (eV): 0.53 / 0.54
Energy above the lowest of the compared OMol25 structures with the same formula, charge and spin (kJ/mol): 536.55
Total energy (eV): -14810.6505

Mulliken atomic charges, in units of e:
1. C -0.420
2. C 1.220
3. C -1.253
4. C -1.293
5. C -1.348
6. C 2.221
7. C 1.706
8. C -1.345
9. C -1.328
10. C -1.404
11. C -1.605
12. C -1.425
13. O -0.518
14. H 0.340
15. H 0.546
16. H 0.379
17. H 0.395
18. H 0.129
19. H 0.320
20. H 0.339
21. H 0.369
22. H 0.237
23. H 0.348
24. H 0.414
25. H 0.264
26. H 0.450
27. H 0.297
28. H 0.372
29. H 0.425
30. H 0.163
31. H 0.294
32. H 0.373
33. H 0.337

=====

Copy entry 3 word for word.
Computed, not measured: a cluster of 2 separate species, C12H20O in total in a non-equilibrium geometry, with ωB97M-V/def2-TZVPD.

Atoms and positions in Å:
1 C 0.98278 1.25731 0.47725
2 C 1.61373 0.66693 -0.79450
3 C 1.48139 0.56534 1.73325
4 C 1.02494 -0.73093 1.99598
5 C 2.50829 1.07087 2.50731
6 C 1.53164 -1.46609 3.04841
7 C 3.02295 0.37206 3.58649
8 C 2.47428 -0.87014 3.88535
9 O 3.05638 -1.53158 4.92676
10 H 1.20012 2.32493 0.57035
11 H -0.10340 1.13213 0.40332
12 H 1.04780 1.09145 -1.62508
13 H 0.41153 -1.23478 1.24733
14 H 2.94425 2.04077 2.29361
15 H 1.23013 -2.46918 3.34259
16 H 3.80587 0.68600 4.25307
17 H 2.74286 -2.42562 5.12433
18 H 1.52047 -0.42272 -0.83500
19 H 2.66329 0.94920 -0.89229
20 C -2.37722 -0.12670 -2.11456
21 C -1.47116 0.97047 -2.71245
22 C -3.83600 0.31028 -2.05149
23 C -2.27120 -1.38719 -2.97013
24 H -2.05756 -0.36757 -1.09414
25 H -1.53995 1.82422 -2.04187
26 H -1.75063 1.04012 -3.76860
27 H -4.22262 0.35836 -3.06976
28 H -4.47008 -0.27277 -1.39277
29 H -3.96037 1.34571 -1.73393
30 H -1.24696 -1.76707 -2.95395
31 H -2.86170 -2.21597 -2.55339
32 H -2.61708 -1.25631 -3.99524
33 H -0.47673 0.53845 -2.79624

Calculated values
Maximum force (eV Å⁻¹): 1.884
HOMO-LUMO gap (eV): 9.1
LUMO level (eV): 0.83
Energy above the lowest of the compared OMol25 structures with the same formula, charge and spin (kJ/mol): 54.35
SMILES string: CCc1ccc(O)cc1.CC(C)C
Total energy (eV): -14815.6481

Mulliken atomic charges, in units of e:
1. C -0.738
2. C -0.874
3. C 0.411
4. C -0.300
5. C -0.416
6. C -0.775
7. C -0.627
8. C 0.799
9. O -0.542
10. H 0.408
11. H 0.191
12. H 0.191
13. H 0.314
14. H 0.320
15. H 0.240
16. H 0.404
17. H 0.298
18. H 0.296
19. H 0.363
20. C 1.044
21. C -1.265
22. C -1.475
23. C -1.505
24. H 0.020
25. H 0.406
26. H 0.412
27. H 0.314
28. H 0.383
29. H 0.385
30. H 0.374
31. H 0.388
32. H 0.354
33. H 0.203

=====

What is the maximum force in the third record?
1.884 eV Å⁻¹